Entry from the Open Molecules 2025 dataset: a molecular structure, C5H4N2S in a non-equilibrium geometry (ωB97M-V with the def2-TZVPD basis set).

Geometry as XYZ:
```
12
Properties=species:S:1:pos:R:3:lowdin_charge:R:1
C -1.94 -0.46 -0.51 -0.352
C 0.04 0.62 -0.59 -0.425
C 1.37 0.92 -0.22 -0.055
C 1.86 0.00 0.74 -0.131
C -0.53 -0.61 -0.20 -0.454
H -2.60 -1.20 -1.12 0.117
H -2.55 -0.32 0.52 0.126
H 1.79 1.99 -0.45 0.147
H 2.86 0.30 0.94 0.080
N 1.27 -1.16 1.28 0.037
N 0.01 -1.40 0.76 0.054
S -1.59 1.33 -1.15 0.857
```

Summary:
Energy ... -19061.7388 eV
Spin multiplicity ... 1
HOMO-LUMO gap ... 0.339 Eh
Energy relative to the best compared isomer or geometry (same formula, charge and spin) ... 288.5 kJ/mol
HOMO energy ... -9.27 eV